# 1
Computed, not measured: a 11-piece molecular cluster, C4H30N2O11 overall, with wB97M-V/def2-TZVPD.

XYZ file:
```
47
Properties=species:S:1:pos:R:3:lowdin_charge:R:1
C -1.36 -2.61 -3.20 -0.070
C 0.16 -2.55 -2.79 -0.120
C 0.33 -1.59 -1.64 -0.447
O 0.82 -0.47 -1.87 0.002
N -0.28 -1.83 -0.47 0.085
C -0.81 -3.02 0.13 -0.247
N -1.67 -2.57 1.23 0.029
H -1.89 -3.37 -2.66 0.056
H -1.81 -1.67 -2.88 0.080
H -1.48 -2.61 -4.28 0.072
H 0.49 -3.54 -2.48 0.113
H 0.69 -2.21 -3.68 0.111
H -0.03 -1.11 0.19 0.107
H -1.39 -3.52 -0.63 0.100
H -0.07 -3.66 0.59 0.115
H -2.10 -1.68 0.98 0.056
H -2.41 -3.24 1.36 0.074
O -2.02 0.91 0.69 -0.067
H -2.28 1.68 0.17 0.036
H -1.89 1.34 1.56 -0.006
O 2.36 0.84 -3.75 -0.089
H 1.86 0.12 -3.32 -0.003
H 2.73 1.34 -3.01 0.017
O 0.55 3.38 1.51 -0.055
H 1.28 2.85 1.88 0.032
H 0.56 3.07 0.57 0.036
O -1.78 3.72 -1.96 -0.078
H -0.97 3.34 -1.56 -0.025
H -2.17 3.08 -2.55 0.025
O 2.76 1.18 -0.27 -0.052
H 2.42 0.37 0.12 0.007
H 3.48 1.41 0.34 0.054
O 0.32 2.26 -1.11 -0.070
H 0.26 1.28 -1.06 0.038
H 1.07 2.45 -1.69 0.066
O 1.90 -1.54 1.50 -0.038
H 1.12 -1.26 2.00 0.029
H 2.49 -2.07 2.05 0.064
O 1.99 1.17 3.09 -0.055
H 2.35 1.70 3.81 0.059
H 1.36 0.53 3.48 0.026
O -0.93 -0.19 3.95 -0.074
H -0.99 0.78 3.81 -0.002
H -1.36 -0.50 3.14 0.010
O -1.42 2.35 2.89 -0.098
H -1.58 3.02 3.57 0.081
H -0.68 2.64 2.28 0.017
```

Multiplicity ... 1
ΔE to the lowest compared entry with this formula, charge and spin ... 8.2 kcal per mole
Kohn-Sham gap ... 10.30 eV
E_LUMO ... 0.12 eV
SMILES ... CCC(=O)NCN.O.O.O.O.O.O.O.O.O.O
Strongest force on any atom ... 1.8 eV/A

=====

# 2
Computed, not measured: C4H10O2 in the gas phase, with wB97M-V/def2-TZVPD.

XYZ file:
```
16
Properties=species:S:1:pos:R:3:lowdin_charge:R:1
C -2.18 -0.61 -0.03 -0.103
C -1.02 0.28 0.41 -0.216
C 0.33 -0.26 -0.05 -0.418
O 0.29 -0.47 -1.44 -0.024
C 1.47 0.70 0.27 -0.216
O 2.63 0.14 -0.33 -0.066
H -3.13 -0.21 0.33 0.070
H -2.22 -0.67 -1.12 0.072
H -2.06 -1.63 0.36 0.077
H -1.15 1.29 -0.01 0.117
H -1.00 0.38 1.50 0.116
H 0.54 -1.21 0.48 0.152
H 1.21 -0.62 -1.71 0.089
H 1.59 0.82 1.35 0.129
H 1.26 1.69 -0.17 0.129
H 3.42 0.39 0.16 0.091
```

Multiplicity ... 1
ΔE to the lowest compared entry with this formula, charge and spin ... 14.4 kcal per mole
Kohn-Sham gap ... 10.82 eV
E_LUMO ... 0.76 eV
SMILES ... CC[C@@H](O)CO
Strongest force on any atom ... 0.4 eV/A

=====

# 3
Computed, not measured: C23H35BN3NaO8SSe2 as an isolated structure, with wB97M-V/def2-TZVPD.

XYZ file:
```
74
Properties=species:S:1:pos:R:3:lowdin_charge:R:1
Na -2.14 -1.72 -0.55 -0.009
O -0.73 -5.31 2.82 -0.166
C -2.13 -5.52 3.04 -0.247
C -3.05 -4.74 2.06 -0.551
C -4.51 -5.49 2.11 -0.270
O -5.54 -4.81 1.46 -0.153
C -3.23 -3.28 2.47 -0.643
Se -1.62 -2.22 2.81 0.367
C -2.46 -4.84 0.66 -0.520
Se -3.47 -4.13 -1.02 0.306
H -0.49 -4.34 2.97 -0.017
H -2.42 -5.24 4.08 0.114
H -2.21 -6.58 2.99 0.093
H -4.73 -5.51 3.20 0.108
H -4.29 -6.55 1.85 0.112
H -5.30 -4.96 0.46 0.018
H -3.65 -3.17 3.47 0.010
H -3.89 -2.71 1.78 0.037
H -2.30 -5.86 0.36 0.028
H -1.48 -4.32 0.66 0.035
C -0.04 6.82 1.80 -0.139
C -0.67 6.25 0.56 -0.308
S -2.21 5.36 1.01 0.662
O -1.80 4.16 1.67 -0.314
O -3.21 6.28 1.63 -0.344
C -2.87 4.79 -0.54 -0.199
C -3.99 3.67 -0.42 -0.102
N -3.64 2.41 -1.05 0.058
C -3.11 1.29 -0.43 -0.308
N -2.97 0.28 -1.26 0.098
C -3.36 0.72 -2.51 0.045
C -3.72 2.07 -2.42 -0.154
N -4.26 2.86 -3.40 -0.318
O -4.91 3.89 -2.99 -0.015
O -4.09 2.59 -4.59 0.070
C -2.96 1.15 1.00 0.006
H 1.00 7.15 1.65 0.081
H 0.04 6.02 2.55 0.081
H -0.69 7.61 2.22 0.084
H -0.01 5.52 0.03 0.115
H -0.97 6.97 -0.23 0.101
H -1.99 4.55 -1.15 0.115
H -3.25 5.71 -0.97 0.092
H -4.84 4.09 -0.98 0.111
H -4.25 3.50 0.57 0.097
H -3.40 0.00 -3.34 0.142
H -2.98 2.13 1.54 0.069
H -2.06 0.53 1.31 0.083
H -3.84 0.56 1.34 0.117
C 7.08 0.15 0.18 -0.052
C 6.53 -0.09 -1.25 -0.592
C 7.59 -0.81 -2.07 -0.109
C 6.39 1.30 -1.91 -0.063
C 5.28 -0.89 -1.25 -0.200
C 5.20 -2.23 -1.72 -0.039
C 3.98 -2.95 -1.63 -0.013
C 2.88 -2.32 -1.18 -0.223
O 1.56 -2.72 -1.09 0.071
B 0.76 -1.66 -0.68 -0.406
O 1.65 -0.60 -0.39 0.036
C 2.96 -0.96 -0.74 -0.167
C 4.15 -0.26 -0.63 0.051
H 7.97 0.83 0.22 0.084
H 7.30 -0.78 0.70 0.081
H 6.31 0.64 0.78 0.070
H 8.55 -0.29 -2.23 0.076
H 7.22 -0.96 -3.13 0.104
H 7.89 -1.77 -1.65 0.071
H 7.39 1.70 -2.16 0.078
H 5.75 1.95 -1.34 0.063
H 5.87 1.09 -2.89 0.104
H 6.10 -2.70 -2.07 0.073
H 4.07 -4.00 -1.98 0.117
H 4.26 0.70 -0.15 0.106
```

Multiplicity ... 1
ΔE to the lowest compared entry with this formula, charge and spin ... 0.2 kcal per mole
Charge ... -2
Kohn-Sham gap ... 2.94 eV
E_LUMO ... 2.63 eV
Strongest force on any atom ... 3.1 eV/A

=====

# 4
Computed, not measured: C11H15NNiP as an isolated structure, with wB97M-V/def2-TZVPD.

XYZ file:
```
29
Properties=species:S:1:pos:R:3:lowdin_charge:R:1
C 0.92 0.69 -1.48 -0.524
C 0.06 0.38 -2.58 -0.318
C -0.48 -0.90 -2.78 -0.214
C -0.25 -2.00 -1.90 -0.284
C 0.40 -1.77 -0.70 -0.156
Ni -0.55 -0.29 -0.88 -0.092
P 0.09 1.70 -0.21 0.709
H 1.93 1.06 -1.62 0.044
H -0.26 1.17 -3.26 0.075
H -1.12 -1.05 -3.62 0.076
H 0.72 -2.53 -0.03 -0.011
H -0.66 -2.93 -2.25 0.070
H -1.22 1.15 0.09 -0.054
H -0.08 3.00 -0.75 -0.102
H 0.93 1.76 0.93 -0.075
N -0.40 -0.79 1.97 0.071
C -0.23 -0.19 3.23 -0.339
C 1.06 0.02 3.72 -0.063
C 1.24 0.77 4.89 -0.114
C 0.13 1.29 5.57 -0.137
C -1.16 1.04 5.08 -0.114
C -1.35 0.29 3.92 -0.057
H 0.31 -1.47 1.71 0.060
H -1.32 -1.22 1.86 0.076
H 1.92 -0.36 3.16 0.104
H 2.24 0.97 5.26 0.092
H 0.27 1.89 6.47 0.085
H -2.03 1.45 5.61 0.092
H -2.35 0.13 3.51 0.099
```

Multiplicity ... 3
ΔE to the lowest compared entry with this formula, charge and spin ... 47.2 kcal per mole
Charge ... -1
Kohn-Sham gap (spin up / spin down) ... 3.17 / 6.28 eV
E_LUMO (spin up / spin down) ... 3.32 / 3.26 eV
Strongest force on any atom ... 4.1 eV/A

=====

# 5
Computed, not measured: H2N2S2 in the gas phase, with wB97M-V/def2-TZVPD.

XYZ file:
```
6
Properties=species:S:1:pos:R:3:lowdin_charge:R:1
N 0.02 -1.04 -0.20 -0.607
N -0.03 1.38 -0.04 -0.768
S 1.24 0.24 -0.38 0.677
S -1.24 0.25 -0.38 0.678
H -0.06 -1.63 -0.95 -0.051
H 0.09 1.55 1.07 0.071
```

Multiplicity ... 1
ΔE to the lowest compared entry with this formula, charge and spin ... 0.0 kcal per mole
Kohn-Sham gap ... 7.64 eV
E_LUMO ... -0.41 eV
Strongest force on any atom ... 3.9 eV/A

=====

# 6
Computed, not measured: a 8-piece molecular cluster, C40H71NO8P overall, with wB97M-V/def2-TZVPD.

XYZ file:
```
121
Properties=species:S:1:pos:R:3:lowdin_charge:R:1
C -4.39 -1.86 -1.12 -0.018
C -3.54 -0.90 -1.45 -0.124
C -2.36 0.22 -1.60 -0.320
C -1.43 0.23 -0.25 -0.464
C -1.76 1.60 0.52 -0.287
C -1.26 1.63 2.06 -0.162
C -1.00 3.02 2.79 -0.041
C -0.51 3.08 4.31 -0.063
C -0.29 1.78 5.16 -0.220
C 0.20 1.86 6.72 -0.123
C -0.57 0.36 4.46 -0.029
C -1.03 0.32 2.93 -0.001
P 0.33 0.13 -0.89 0.787
N 1.38 1.42 -0.30 -0.236
O 0.98 -1.35 -0.15 -0.421
H -5.12 -2.55 -0.55 0.015
H -2.83 1.25 -1.81 0.084
H -1.68 -0.02 -2.51 0.050
H -1.36 2.50 -0.10 0.097
H -2.91 1.71 0.56 0.106
H -1.17 4.01 2.24 0.077
H -0.31 4.09 4.81 0.071
H 0.34 2.96 7.05 0.068
H 1.25 1.38 6.76 0.069
H -0.49 1.26 7.43 0.071
H -0.45 -0.62 5.06 0.077
H -1.20 -0.71 2.43 0.090
H 2.27 1.08 0.10 0.003
H 0.95 2.00 0.45 -0.010
H 1.92 -1.22 0.09 0.006
C -2.24 -4.58 6.93 -0.180
C -1.03 -4.90 6.08 -0.178
C -1.34 -4.16 4.80 -0.195
O -2.13 -3.01 5.16 -0.144
C -2.54 -3.16 6.52 -0.208
H -2.06 -4.70 8.00 0.110
H -3.07 -5.24 6.65 0.116
H -0.13 -4.48 6.54 0.115
H -0.87 -5.97 5.92 0.098
H -1.94 -4.77 4.12 0.109
H -0.44 -3.83 4.27 0.122
H -1.97 -2.44 7.12 0.113
H -3.60 -2.91 6.61 0.117
C 1.08 -4.46 -2.67 -0.175
C 2.29 -4.78 -3.51 -0.189
C 1.98 -4.05 -4.81 -0.219
O 1.19 -2.91 -4.46 -0.159
C 0.76 -3.04 -3.09 -0.202
H 1.25 -4.56 -1.60 0.114
H 0.25 -5.12 -2.95 0.113
H 3.19 -4.35 -3.05 0.113
H 2.46 -5.85 -3.66 0.107
H 1.39 -4.68 -5.48 0.113
H 2.88 -3.73 -5.33 0.112
H 1.33 -2.32 -2.50 0.081
H -0.30 -2.80 -3.01 0.120
C 3.63 4.55 2.14 -0.177
C 4.04 5.93 2.58 -0.185
C 2.80 6.43 3.29 -0.213
O 2.16 5.27 3.85 -0.157
C 2.77 4.10 3.30 -0.203
H 4.47 3.88 1.94 0.114
H 3.02 4.61 1.23 0.119
H 4.88 5.87 3.28 0.113
H 4.35 6.58 1.75 0.111
H 2.10 6.89 2.59 0.114
H 3.03 7.14 4.09 0.114
H 3.38 3.63 4.09 0.119
H 2.00 3.39 3.00 0.101
C -0.04 -1.59 -7.54 -0.179
C -0.08 -0.54 -8.62 -0.183
C -1.21 0.35 -8.16 -0.212
O -1.23 0.29 -6.73 -0.135
C -0.37 -0.78 -6.30 -0.201
H 0.92 -2.11 -7.46 0.109
H -0.82 -2.34 -7.71 0.115
H 0.86 0.02 -8.63 0.095
H -0.23 -0.95 -9.62 0.110
H -2.18 -0.02 -8.53 0.112
H -1.09 1.38 -8.49 0.108
H 0.53 -0.33 -5.87 0.122
H -0.88 -1.37 -5.54 0.114
C -0.89 -9.83 3.57 -0.184
C -0.93 -8.77 2.49 -0.178
C -2.06 -7.88 2.97 -0.199
O -2.08 -7.95 4.40 -0.152
C -1.22 -9.03 4.81 -0.212
H 0.06 -10.35 3.64 0.113
H -1.68 -10.57 3.38 0.115
H 0.01 -8.21 2.49 0.119
H -1.10 -9.17 1.49 0.115
H -3.03 -8.24 2.60 0.118
H -1.94 -6.84 2.65 0.114
H -0.32 -8.59 5.25 0.113
H -1.72 -9.63 5.58 0.116
C 3.06 3.96 -9.88 -0.183
C 4.05 2.95 -10.41 -0.185
C 3.86 1.80 -9.44 -0.203
O 2.49 1.84 -9.01 -0.151
C 1.91 3.08 -9.42 -0.205
H 2.75 4.70 -10.62 0.113
H 3.49 4.49 -9.03 0.117
H 3.76 2.64 -11.42 0.114
H 5.07 3.31 -10.44 0.112
H 4.50 1.91 -8.56 0.119
H 4.07 0.83 -9.90 0.118
H 1.22 2.87 -10.24 0.118
H 1.35 3.52 -8.59 0.122
C -2.83 6.33 4.47 -0.183
C -1.49 6.91 4.09 -0.190
C -1.87 8.29 3.60 -0.207
O -3.03 8.68 4.35 -0.146
C -3.54 7.54 5.04 -0.208
H -2.76 5.50 5.18 0.113
H -3.35 5.97 3.58 0.120
H -0.85 6.98 4.97 0.119
H -0.96 6.32 3.33 0.102
H -2.14 8.28 2.54 0.117
H -1.07 9.03 3.76 0.114
H -3.32 7.66 6.11 0.114
H -4.63 7.48 4.91 0.115
```

Multiplicity ... 1
ΔE to the lowest compared entry with this formula, charge and spin ... 174.3 kcal per mole
Charge ... -1
Kohn-Sham gap ... 5.00 eV
E_LUMO ... 2.26 eV
Strongest force on any atom ... 6.5 eV/A

=====

# 7
Computed, not measured: C15H40AsBeF6O13 as an isolated structure, with wB97M-V/def2-TZVPD.

XYZ file:
```
76
Properties=species:S:1:pos:R:3:lowdin_charge:R:1
Be -2.11 -3.49 -1.04 1.277
As -0.48 0.23 0.10 0.848
F -0.77 -0.26 1.79 -0.247
F 1.13 -0.48 0.21 -0.243
F -0.30 0.69 -1.58 -0.230
F -2.07 0.93 0.03 -0.228
F 0.24 1.76 0.58 -0.217
F -1.15 -1.30 -0.50 -0.282
C -4.03 -1.55 1.33 -0.105
O -4.07 -2.14 0.02 -0.131
H -4.80 -1.93 2.01 0.103
H -3.12 -1.84 1.86 0.063
H -4.00 -0.46 1.35 0.090
H -4.96 -2.00 -0.30 0.106
C 1.19 -4.71 -1.13 -0.103
O 0.37 -3.56 -1.31 -0.134
H 0.68 -5.28 -0.35 0.094
H 1.22 -5.35 -2.02 0.098
H 2.22 -4.49 -0.86 0.101
H 0.84 -2.98 -1.93 0.116
C -4.70 2.15 -1.08 -0.170
O -3.67 2.07 -2.03 -0.121
H -5.19 1.19 -0.86 0.063
H -4.24 2.40 -0.11 0.067
H -5.41 2.97 -1.19 0.088
H -2.87 1.73 -1.62 0.019
C -2.12 -1.24 4.47 -0.150
O -1.27 -2.08 3.72 -0.130
H -1.91 -0.21 4.15 0.062
H -3.19 -1.43 4.38 0.078
H -1.78 -1.29 5.50 0.091
H -1.05 -1.55 2.94 0.013
C -1.99 -1.27 -3.67 -0.088
O -2.88 -1.99 -2.83 -0.133
H -2.36 -1.32 -4.69 0.105
H -1.87 -0.24 -3.33 0.087
H -1.02 -1.77 -3.71 0.087
H -3.72 -1.52 -2.76 0.107
C 1.35 -3.22 1.98 -0.180
O 0.96 -3.89 3.16 -0.098
H 1.74 -2.22 2.21 0.082
H 2.16 -3.76 1.47 0.071
H 0.56 -3.00 1.26 0.045
H 1.76 -4.00 3.68 0.089
C -2.30 2.45 2.92 -0.193
O -2.49 3.22 4.08 -0.096
H -1.62 1.61 3.06 0.044
H -3.24 1.97 2.65 0.071
H -2.07 3.07 2.04 0.076
H -1.64 3.41 4.49 0.083
C -0.66 4.34 -1.79 -0.010
C 0.79 4.37 -1.31 -0.305
C 1.70 3.22 -1.73 -0.126
O 2.84 3.83 -2.28 0.071
C 2.59 5.17 -2.41 -0.563
O 3.34 5.90 -2.98 0.168
O 1.42 5.50 -1.89 0.106
H -1.24 5.20 -1.46 0.091
H -1.23 3.50 -1.37 0.056
H -0.68 4.24 -2.87 0.097
H 0.77 4.45 -0.22 0.149
H 1.24 2.52 -2.44 0.120
H 2.02 2.57 -0.91 0.110
C 5.54 -1.86 0.75 -0.020
C 4.89 -1.10 -0.41 -0.329
C 4.57 0.37 -0.14 -0.075
O 4.76 0.92 -1.45 0.055
C 5.59 0.12 -2.19 -0.567
O 6.11 0.46 -3.20 0.183
O 5.81 -1.01 -1.51 0.088
H 6.48 -1.42 1.07 0.095
H 5.64 -2.92 0.52 0.082
H 4.85 -1.91 1.60 0.079
H 4.02 -1.67 -0.72 0.137
H 5.33 0.83 0.49 0.144
H 3.56 0.33 0.29 0.117
```

Multiplicity ... 1
Charge ... +1
Kohn-Sham gap ... 2.40 eV
E_LUMO ... -9.50 eV
Strongest force on any atom ... 4.2 eV/A

=====

# 8
Computed, not measured: C3H3CrO4 as an isolated structure, with wB97M-V/def2-TZVPD.

XYZ file:
```
11
Properties=species:S:1:pos:R:3:lowdin_charge:R:1
O -2.20 0.18 1.08 0.085
C -2.38 -0.05 -0.08 -0.199
C -1.29 0.03 -1.12 -0.108
H -3.40 -0.26 -0.48 0.146
H -1.22 -0.97 -1.59 0.154
H -1.56 0.80 -1.86 0.154
O 0.56 -1.56 0.19 0.099
C 0.88 -0.59 -0.52 -0.679
O -0.06 0.41 -0.54 -0.016
O 2.04 -0.09 -0.43 -0.025
Cr 1.69 0.17 1.47 1.390
```

Multiplicity ... 5
ΔE to the lowest compared entry with this formula, charge and spin ... 42.4 kcal per mole
Charge ... +1
Kohn-Sham gap (spin up / spin down) ... 6.52 / 7.12 eV
E_LUMO (spin up / spin down) ... -7.38 / -6.78 eV
Strongest force on any atom ... 5.0 eV/A

=====

What is the strongest force on any atom in the eighth record?
5.0 eV/A

=====

The highest multiplicity belongs to which entry?
C3H3CrO4